Entry from the Open Molecules 2025 dataset: a molecular structure, C35H52Cl2N6O6S5SiTi at a distorted geometry (ωB97M-V/def2-TZVPD).

Geometry (Å):
Ti 0.29854 -0.14013 -0.13862
C -4.61307 3.67385 -0.56878
N -3.83379 2.77946 -1.39315
C -3.10327 3.18024 -2.50127
C -2.40930 2.12512 -2.93324
N -2.67553 1.08154 -2.04534
C -3.59462 1.47333 -1.10606
S -4.43398 0.49974 -0.02682
C -2.12175 -0.20290 -2.16327
C -2.21849 -0.80057 -3.40348
C -1.85258 -2.12241 -3.54085
C -1.43638 -2.79335 -2.41436
C -1.32000 -2.10605 -1.22146
N -1.60582 -0.79540 -1.08005
H -5.31613 4.23000 -1.18953
H -3.94254 4.36468 -0.05437
H -5.15856 3.07613 0.15584
H -3.11282 4.19462 -2.86052
H -1.68714 2.03187 -3.72432
H -2.63206 -0.23888 -4.22958
H -1.94004 -2.62222 -4.49548
H -1.20941 -3.85087 -2.44818
H -1.03651 -2.63190 -0.32203
Cl 3.09574 -4.18080 0.12032
C 1.96440 -3.66584 1.32046
C 1.76791 -4.48499 2.44237
C 0.80671 -4.19695 3.37188
Cl 0.64379 -5.22160 4.77625
C -0.09329 -3.13105 3.17187
C -1.21003 -2.81948 3.96932
C -2.07119 -1.83991 3.54870
C -1.81265 -1.13730 2.36553
N -0.73140 -1.34657 1.64714
C 0.11582 -2.32290 2.02939
C 1.22434 -2.50075 1.13782
O 1.42179 -1.58815 0.23969
H 2.39219 -5.35981 2.56435
H -1.38935 -3.36841 4.88375
H -2.97002 -1.62214 4.11196
H -2.50269 -0.39320 1.97565
S 2.74718 2.85790 1.10377
S -0.39599 4.02098 -0.31910
S 0.23012 2.35561 -1.21435
S 2.14709 1.63599 -0.33141
C 2.32425 -3.86287 -3.58442
C 1.92692 -2.78328 -4.58894
C 0.81990 -3.29932 -5.50618
C 3.12928 -2.38358 -5.44593
O 1.39975 -1.66047 -3.88518
Si 2.12322 -0.53909 -2.90548
O 0.93657 -0.14168 -1.88952
O 3.44632 -1.13806 -2.15117
C 4.82824 -0.78847 -1.94276
C 5.09219 0.71550 -1.80937
C 5.64912 -1.32886 -3.11212
C 5.26341 -1.47199 -0.65413
O 2.75469 0.67225 -3.80407
C 2.34906 1.51124 -4.87419
C 3.48000 1.49016 -5.90044
C 1.05151 1.01903 -5.51296
C 2.16338 2.92450 -4.33330
H 2.70368 -4.75441 -4.09302
H 1.45612 -4.13809 -2.98013
H 3.08961 -3.47148 -2.91229
H 1.22662 -4.01857 -6.22213
H 0.37713 -2.46412 -6.05576
H 0.03572 -3.79180 -4.92583
H 3.60592 -3.27068 -5.87139
H 3.85624 -1.84949 -4.83725
H 2.81351 -1.72934 -6.26362
H 4.47166 1.27913 -2.50038
H 6.14530 0.91772 -2.02829
H 4.88026 1.06756 -0.79994
H 5.40080 -0.78854 -4.03015
H 5.45318 -2.39561 -3.25646
H 6.71446 -1.19713 -2.90651
H 4.52244 -1.26783 0.12127
H 6.23439 -1.08362 -0.33420
H 5.34062 -2.55111 -0.79019
H 3.62432 0.47459 -6.28006
H 4.40926 1.81556 -5.42688
H 3.25408 2.15764 -6.73735
H 1.17340 0.00240 -5.89495
H 0.76251 1.67902 -6.33432
H 0.25112 1.00088 -4.76438
H 3.09944 3.28754 -3.90139
H 1.40716 2.93379 -3.54505
H 1.85660 3.60031 -5.13873
C -2.23660 2.52779 2.47085
N -1.12905 1.96964 3.22178
C -1.42568 1.72001 4.61987
C -0.07345 1.38015 2.59883
O -0.13752 1.04740 1.39341
N 0.99147 1.11622 3.41351
C 1.44477 2.12859 4.36192
C 2.05874 0.21180 3.00983
H -2.54164 3.46588 2.94573
H -3.08468 1.84018 2.45002
H -1.91326 2.75420 1.45729
H -2.40864 1.24291 4.69181
H -1.45621 2.65121 5.19293
H -0.68887 1.05388 5.05769
H 1.66299 1.66954 5.33175
H 0.70141 2.90980 4.48297
H 2.34459 2.59630 3.95806
H 2.14937 -0.59881 3.74208
H 1.86365 -0.20188 2.03672
H 2.99695 0.75875 2.93875

Largest force on an atom ... 3.3 eV Å⁻¹
LUMO (spin up / spin down) ... 1.986 / 1.910 eV
Charge ... -1
Expectation value of S² ... 0.763
E_HOMO (spin up / spin down) ... -3.0 / -2.9 eV
Relative energy (zero: lowest compared OMol25 entry of this formula, charge and spin) ... 160.6 kJ/mol
Spin multiplicity ... 2
Gap between HOMO and LUMO (spin up / spin down) ... 4.94 / 4.85 eV

Mulliken atomic charge list, values in e, 99 entries:
1. Ti 0.21
2. C -0.97
3. N 0.23
4. C -0.60
5. C -0.23
6. N 0.72
7. C 0.15
8. S -0.47
9. C -0.45
10. C -0.54
11. C -0.67
12. C -0.93
13. C -0.03
14. N 0.42
15. H 0.33
16. H 0.32
17. H 0.33
18. H 0.43
19. H 0.03
20. H 0.64
21. H 0.48
22. H 0.47
23. H 0.48
24. Cl -0.25
25. C 0.44
26. C -0.58
27. C 0.48
28. Cl -0.30
29. C 0.25
30. C -1.21
31. C -1.05
32. C -0.72
33. N 0.46
34. C 0.13
35. C -0.07
36. O 0.01
37. H 0.50
38. H 0.44
39. H 0.53
40. H 0.31
41. S -0.35
42. S -0.37
43. S -0.25
44. S -0.33
45. C -1.18
46. C 1.82
47. C -1.79
48. C -1.49
49. O 1.01
50. Si -3.28
51. O 1.44
52. O 0.59
53. C 2.14
54. C -1.26
55. C -1.89
56. C -1.60
57. O 1.53
58. C 1.99
59. C -1.90
60. C -1.39
61. C -1.48
62. H 0.52
63. H 0.15
64. H -0.06
65. H 0.43
66. H 0.31
67. H 0.25
68. H 0.58
69. H -0.02
70. H 0.24
71. H -0.13
72. H 0.48
73. H 0.26
74. H 0.30
75. H 0.27
76. H 0.50
77. H 0.14
78. H 0.37
79. H 0.31
80. H 0.31
81. H 0.27
82. H 0.42
83. H 0.04
84. H 0.65
85. H 0.08
86. H 0.27
87. H 0.10
88. H 0.44
89. C -0.85
90. N 0.45
91. C -1.31
92. C -0.52
93. O 0.03
94. N 0.50
95. C -1.25
96. C -0.41
97. H 0.44
98. H 0.34
99. H -0.16